# C3H13N3

A cluster of 3 separate species, C3H13N3 in total in a non-equilibrium geometry (ωB97M-V/def2-TZVPD, OMol25).

```
19
Properties=species:S:1:pos:R:3:lowdin_charge:R:1
C 2.579 -0.530 -0.901 -0.171
C 3.883 1.395 1.787 0.166
C -8.390 -0.772 -0.332 0.184
N -9.159 0.070 0.208 0.218
N 5.035 -0.631 -0.891 0.133
N 3.796 0.170 -0.692 -0.040
H 2.232 -1.466 -0.213 0.143
H 1.844 0.290 -0.899 0.091
H 2.464 -1.066 -1.883 0.098
H 4.798 2.023 1.504 0.049
H 3.028 1.960 1.958 -0.016
H 3.989 0.340 1.968 -0.009
H -8.957 -1.527 -1.016 0.178
H -7.376 -0.746 -0.458 0.095
H -8.943 0.769 0.909 0.171
H -10.131 -0.173 0.209 0.154
H 5.330 -0.503 -1.922 0.207
H 5.902 -0.332 -0.430 0.167
H 4.911 -1.672 -0.775 0.181
```

- LUMO energy (alpha / beta) (hartree) = -0.272 / -0.272
- relative energy (zero: lowest compared OMol25 entry of this formula, charge and spin) (eV) = 6.372
- charge = +2
- orbital gap (alpha / beta) (Eh) = 0.2340 / 0.3164
- E (hartree) = -285.55058

# C3H9IN

A cluster of 2 separate species, C3H9IN in total in a non-equilibrium geometry (ωB97M-V/def2-TZVPD, OMol25).

```
14
Properties=species:S:1:pos:R:3:lowdin_charge:R:1
C -1.159 -2.026 -0.219 -0.046
C 0.025 1.779 -0.298 -0.067
C 1.469 0.029 -0.194 -0.584
N 0.621 0.818 0.647 -0.191
I 3.456 0.261 0.080 1.058
H -0.595 -3.070 -0.246 0.092
H -0.704 -1.318 -0.879 -0.020
H -0.982 -1.683 0.738 -0.047
H -0.058 1.471 -1.353 0.110
H -1.046 1.901 -0.046 0.119
H 0.503 2.798 -0.461 0.137
H -2.249 -2.284 -0.282 0.055
H 0.885 1.223 1.629 0.217
H -0.165 0.102 0.883 0.167
```

- LUMO energy (hartree) = -0.222
- relative energy (zero: lowest compared OMol25 entry of this formula, charge and spin) (eV) = 4.957
- charge = +1
- orbital gap (Eh) = 0.2884
- E (hartree) = -471.71050

# C4H7NO2

An isolated molecule of C4H7NO2 in a non-equilibrium geometry (ωB97M-V/def2-TZVPD, OMol25).

```
14
Properties=species:S:1:pos:R:3:lowdin_charge:R:1
C 1.221 -1.125 0.273 -0.334
N 0.147 0.031 -0.221 -0.116
C 0.764 1.354 -0.186 -0.066
C -1.063 0.086 0.392 -0.012
C -2.103 -0.446 -0.454 -0.229
O -3.250 -0.655 -0.107 0.075
O 2.412 -0.754 -0.060 -0.110
H 1.179 -1.218 1.375 0.119
H 0.577 1.840 -1.157 0.103
H 0.437 1.974 0.656 0.098
H 1.851 1.257 -0.246 0.081
H 0.898 -2.065 -0.195 0.109
H -1.231 0.313 1.441 0.149
H -1.840 -0.593 -1.510 0.133
```

- LUMO energy (hartree) = -0.113
- relative energy (zero: lowest compared OMol25 entry of this formula, charge and spin) (eV) = 6.294
- orbital gap (Eh) = 0.2173
- E (hartree) = -361.64955

# C33H36N2OP2Ti

A structure of composition C33H36N2OP2Ti (ωB97M-V/def2-TZVPD, OMol25).

```
75
Properties=species:S:1:pos:R:3:lowdin_charge:R:1
Ti -0.729 0.023 -0.685 1.013
N 1.666 -0.305 1.132 -0.294
P 0.105 -0.130 1.727 0.943
C -0.426 -1.581 2.563 -0.387
C 0.499 -2.584 2.887 -0.062
C 0.088 -3.665 3.650 -0.014
C -1.233 -3.756 4.073 0.009
C -2.159 -2.766 3.747 -0.018
C -1.759 -1.674 2.998 -0.120
C -0.071 1.357 2.639 -0.355
C -0.633 1.351 3.924 -0.038
C -0.679 2.531 4.651 -0.008
C -0.183 3.704 4.102 0.009
C 0.362 3.722 2.815 -0.027
C 0.413 2.556 2.080 -0.110
P 1.764 0.039 -0.500 0.923
C 3.253 0.894 -0.794 -0.346
C 3.943 0.693 -2.002 -0.052
C 5.142 1.348 -2.207 -0.014
C 5.644 2.200 -1.229 0.016
C 4.953 2.414 -0.037 -0.016
C 3.748 1.777 0.186 -0.072
C 1.433 -1.329 -1.573 -0.386
C 0.542 -0.940 -2.593 -0.191
C 0.203 -1.823 -3.620 -0.029
C 0.748 -3.097 -3.598 0.020
C 1.610 -3.501 -2.568 0.017
C 1.953 -2.631 -1.549 -0.014
H 2.487 -0.372 1.735 0.122
H 1.529 -2.532 2.559 0.108
H 0.796 -4.436 3.922 0.135
H -1.548 -4.602 4.670 0.139
H -3.181 -2.844 4.093 0.134
H -2.476 -0.885 2.790 0.118
H -0.996 0.434 4.369 0.113
H -1.090 2.533 5.651 0.137
H -0.212 4.618 4.681 0.138
H 0.745 4.646 2.406 0.129
H 0.839 2.580 1.081 0.085
H 3.566 0.016 -2.759 0.116
H 5.698 1.191 -3.121 0.136
H 6.588 2.703 -1.392 0.140
H 5.363 3.076 0.713 0.134
H 3.214 1.953 1.110 0.097
H 0.254 0.125 -2.703 0.093
H -0.424 -1.510 -4.445 0.137
H 0.519 -3.793 -4.395 0.146
H 2.028 -4.499 -2.593 0.146
H 2.641 -2.943 -0.773 0.139
C -2.738 -0.038 -3.376 -0.037
C -2.797 -1.330 -2.627 -0.134
O -2.157 -1.175 -1.258 -0.343
C -2.452 -2.387 -0.378 -0.132
C -1.337 -3.383 -0.404 -0.026
H -3.216 -0.201 -4.345 0.127
H -1.720 0.301 -3.598 0.066
H -3.295 0.752 -2.872 0.097
H -2.264 -2.158 -3.090 0.124
H -3.820 -1.621 -2.395 0.147
H -3.382 -2.776 -0.787 0.143
H -2.653 -1.970 0.609 0.103
H -1.103 -3.706 -1.417 0.090
H -1.670 -4.261 0.155 0.125
H -0.431 -3.023 0.089 0.062
C -2.456 4.381 -1.271 0.059
C -3.010 3.481 -0.363 0.028
C -2.396 2.262 -0.186 -0.086
N -1.281 1.918 -0.885 -0.114
C -0.737 2.802 -1.764 -0.074
C -1.303 4.039 -1.972 0.030
H -2.925 5.345 -1.431 0.152
H -3.902 3.722 0.199 0.146
H -2.795 1.532 0.516 0.134
H 0.156 2.484 -2.292 0.128
H -0.850 4.724 -2.677 0.146
```

- LUMO energy (alpha / beta) (hartree) = -0.505 / -0.505
- relative energy (zero: lowest compared OMol25 entry of this formula, charge and spin) (eV) = 0.000
- charge = +4
- orbital gap (alpha / beta) (Eh) = 0.2259 / 0.2258
- E (hartree) = -2994.55146

# C3H7F2O4PS

An isolated molecule of C3H7F2O4PS in a non-equilibrium geometry (ωB97M-V/def2-TZVPD, OMol25).

```
18
Properties=species:S:1:pos:R:3:lowdin_charge:R:1
C 1.100 0.475 -2.359 -0.098
C -2.495 -0.352 0.084 -0.018
C 1.132 -0.269 1.921 -0.876
O 0.428 2.193 0.404 -0.207
O -0.120 0.596 -1.655 -0.249
O -1.656 0.816 0.305 -0.194
O 0.549 -0.405 0.436 -0.196
F 0.240 0.221 2.732 0.123
F 2.205 0.469 1.815 0.103
P -0.186 0.960 -0.083 0.336
S 1.631 -1.972 2.387 0.876
H 0.987 1.001 -3.281 0.074
H 1.310 -0.611 -2.475 0.096
H 1.874 0.991 -1.615 0.130
H -1.850 -1.136 -0.302 0.092
H -3.282 0.001 -0.617 0.113
H -2.913 -0.523 0.971 0.044
H 1.046 -2.456 1.332 -0.150
```

- LUMO energy (hartree) = 0.019
- relative energy (zero: lowest compared OMol25 entry of this formula, charge and spin) (eV) = 0.000
- orbital gap (Eh) = 0.3997
- E (hartree) = -1358.80280

# C17H48GaI2O7

A structure of composition C17H48GaI2O7 in a non-equilibrium geometry (ωB97M-V/def2-TZVPD, OMol25).

```
75
Properties=species:S:1:pos:R:3:lowdin_charge:R:1
C 2.000 1.169 4.845 -0.214
C 1.629 1.338 3.328 -0.844
I -0.351 0.751 2.626 0.685
C 2.505 1.853 2.359 -0.846
Ga 1.989 2.122 0.337 0.077
I 4.555 2.436 2.867 0.630
H 2.977 1.640 5.146 0.009
H 1.196 1.653 5.489 0.042
H 2.062 0.068 5.133 0.072
H 0.971 1.005 -0.188 -0.166
H 1.256 3.548 0.206 -0.119
H 3.310 2.056 -0.596 -0.120
C -1.017 -2.375 -0.759 -0.089
C -2.487 -2.003 -0.790 -0.315
O -3.065 -2.151 0.504 -0.095
H -0.890 -3.406 -0.421 0.062
H -0.566 -2.270 -1.748 0.077
H -0.472 -1.738 -0.056 0.056
H -3.032 -2.654 -1.476 0.090
H -2.619 -0.967 -1.118 0.112
H -2.586 -1.568 1.103 0.056
C -2.791 -6.071 -3.441 -0.091
C -2.094 -4.767 -3.777 -0.314
O -0.747 -4.790 -3.317 -0.090
H -2.778 -6.244 -2.362 0.077
H -3.827 -6.059 -3.786 0.046
H -2.275 -6.916 -3.906 0.073
H -2.598 -3.929 -3.295 0.095
H -2.093 -4.594 -4.859 0.109
H -0.302 -5.526 -3.753 0.078
C -1.839 3.888 7.866 -0.100
C -0.416 3.548 7.468 -0.325
O -0.312 3.424 6.056 -0.096
H -2.529 3.117 7.517 0.076
H -1.931 3.979 8.951 0.069
H -2.154 4.830 7.407 0.070
H -0.112 2.597 7.911 0.112
H 0.280 4.323 7.806 0.108
H -0.572 4.268 5.669 0.088
C 3.285 5.466 -4.336 -0.103
C 3.567 5.145 -2.880 -0.336
O 2.860 3.981 -2.483 -0.138
H 2.214 5.620 -4.493 0.073
H 3.820 6.366 -4.650 0.066
H 3.586 4.635 -4.980 0.068
H 3.245 5.967 -2.239 0.099
H 4.638 4.979 -2.718 0.112
H 3.153 3.254 -3.044 0.074
C 1.148 -4.118 1.779 -0.096
C 2.055 -4.674 0.699 -0.324
O 3.412 -4.335 0.966 -0.084
H 1.244 -3.031 1.839 0.078
H 0.104 -4.368 1.579 0.066
H 1.424 -4.517 2.760 0.069
H 1.791 -4.257 -0.274 0.109
H 1.970 -5.765 0.642 0.103
H 3.643 -4.713 1.822 0.075
C 3.127 6.986 1.564 -0.091
C 4.265 6.681 0.609 -0.324
O 5.428 6.294 1.331 -0.103
H 3.410 7.785 2.254 0.069
H 2.231 7.290 1.019 0.071
H 2.888 6.109 2.171 0.072
H 4.516 7.565 0.018 0.108
H 3.991 5.874 -0.076 0.095
H 5.199 5.508 1.841 0.026
C -7.525 -5.437 -5.413 -0.096
C -6.237 -5.539 -6.207 -0.315
O -5.286 -6.336 -5.508 -0.100
H -7.335 -4.999 -4.430 0.079
H -8.260 -4.822 -5.937 0.073
H -7.955 -6.429 -5.243 0.071
H -5.801 -4.550 -6.355 0.114
H -6.420 -5.987 -7.189 0.106
H -5.673 -7.211 -5.388 0.086
```

- LUMO energy (hartree) = 0.070
- charge = -1
- orbital gap (Eh) = 0.2467
- E (hartree) = -3723.22901